[1]
13
Properties=species:S:1:pos:R:3 method="wB97M-V/def2-TZVPD" smiles="CCCC=O" e_above_lowest_ev=0.264 lumo_ha=0.03883
C -1.779 0.096 0.279
C -0.470 -0.102 -0.479
C 0.754 0.084 0.409
C 2.060 -0.107 -0.321
O 2.155 -0.568 -1.434
H -1.833 1.096 0.726
H -1.887 -0.635 1.088
H -2.640 -0.017 -0.388
H -0.436 -1.100 -0.929
H -0.408 0.604 -1.315
H 0.766 1.077 0.881
H 0.747 -0.632 1.247
H 2.970 0.203 0.236

=====

[2]
41
Properties=species:S:1:pos:R:3 method="wB97M-V/def2-TZVPD" charge=-1 e_above_lowest_ev=4.462 lumo_ha=0.11363
C -2.322 -2.850 -0.467
N -1.612 -2.674 -1.660
C -1.492 -1.168 -1.877
O -0.310 -0.512 -1.286
C -1.690 -2.163 0.717
C -2.331 -0.819 1.045
C -1.208 -0.114 1.787
O -0.191 0.406 0.987
H -2.313 -3.908 -0.218
H -3.466 -2.643 -0.587
H -0.758 -3.125 -1.804
H -2.305 -0.670 -1.435
H -1.559 -1.024 -3.040
H -0.439 0.241 -0.157
H -0.615 -2.086 0.471
H -1.482 -2.813 1.626
H -2.501 -0.303 0.024
H -3.309 -0.856 1.453
H -0.830 -0.747 2.514
H -1.567 0.852 2.341
H 3.159 2.041 -2.124
H 2.334 2.308 -0.885
O 3.227 2.485 -1.338
H -1.795 2.490 -0.360
H -0.783 2.379 -1.691
O -1.613 2.890 -1.256
H 3.307 1.230 2.454
H 2.078 1.908 2.971
O 2.746 1.360 3.099
H 1.761 0.622 -3.210
H 0.525 -0.277 -2.606
O 1.249 -0.228 -3.405
H 2.271 -0.462 -0.784
H 1.341 0.005 0.362
O 2.239 0.036 -0.004
H 0.644 -1.195 1.720
H 2.028 -0.859 2.023
O 1.492 -1.547 2.120
H 0.267 2.046 1.071
H -0.507 2.774 2.255
O -0.083 3.043 1.333

=====

[3]
16
Properties=species:S:1:pos:R:3 method="wB97M-V/def2-TZVPD" smiles="CC1=CNC=CC1" e_above_lowest_ev=1.876 lumo_ha=0.03813
C 1.783 -0.964 0.754
C 0.545 -0.495 0.039
C -0.625 -1.124 0.130
N -1.773 -0.567 -0.549
C -1.855 0.795 -0.070
C -0.760 1.545 -0.137
C 0.474 0.847 -0.688
H 1.578 -1.106 1.821
H 2.607 -0.251 0.661
H 2.130 -1.925 0.361
H -0.833 -1.938 0.817
H -1.532 -0.527 -1.546
H -2.773 1.056 0.446
H -0.700 2.527 0.318
H 1.388 1.440 -0.582
H 0.347 0.686 -1.775

=====

[4]
98
Properties=species:S:1:pos:R:3 method="wB97M-V/def2-TZVPD" charge=-1 e_above_lowest_ev=0.957 lumo_ha=0.09031
Cl -6.590 24.775 10.014
O -5.646 24.790 8.897
O -7.114 23.449 10.160
O -5.932 25.195 11.228
O -7.684 25.705 9.798
C -9.767 29.492 8.041
C -10.082 30.051 9.409
C -11.585 29.750 9.644
C -12.001 29.896 11.110
C -11.065 29.164 12.060
C -9.552 29.413 11.822
N -9.249 29.400 10.405
O -7.864 29.465 10.142
C -9.220 30.744 12.543
C -8.849 28.253 12.513
C -9.955 31.597 9.366
H -8.780 29.789 7.685
H -10.569 29.560 7.301
H -9.717 28.393 8.034
H -12.132 30.505 9.075
H -11.895 28.787 9.232
H -12.993 29.518 11.367
H -11.975 30.971 11.313
H -11.352 28.109 12.107
H -11.254 29.477 13.093
H -9.246 30.617 13.632
H -8.274 31.187 12.241
H -10.045 31.460 12.460
H -8.942 27.321 11.952
H -7.762 28.373 12.567
H -9.175 28.197 13.553
H -10.328 32.068 10.283
H -10.400 32.152 8.543
H -8.890 31.846 9.454
H -7.694 28.580 9.783
C -5.079 20.971 8.603
O -5.802 20.487 9.729
H -4.948 20.139 7.913
H -5.572 21.824 8.126
H -4.103 21.284 8.996
H -5.744 21.140 10.431
C -4.279 24.026 5.724
O -3.163 23.780 6.559
H -4.018 24.593 4.832
H -4.738 23.062 5.451
H -5.077 24.560 6.254
H -3.528 23.497 7.407
C -11.384 24.205 9.222
C -10.461 23.195 9.923
C -10.252 23.513 11.389
O -9.427 22.555 11.998
C -8.981 23.054 13.224
N -11.007 21.790 9.824
H -10.821 25.141 9.237
H -12.392 24.239 9.645
H -11.600 23.897 8.195
H -9.508 23.136 9.395
H -11.242 23.572 11.873
H -9.805 24.516 11.430
H -8.244 23.862 13.165
H -8.442 22.283 13.785
H -9.793 23.332 13.907
H -11.731 21.782 10.546
H -11.518 21.717 8.949
C -8.028 26.626 6.498
C -8.921 25.374 6.473
C -9.534 25.110 5.111
O -10.265 26.289 4.758
C -11.008 26.105 3.578
N -8.125 24.221 6.947
H -7.605 26.862 7.472
H -8.753 27.414 6.258
H -7.209 26.640 5.777
H -9.717 25.416 7.223
H -10.203 24.244 5.102
H -8.759 24.991 4.342
H -10.453 25.525 2.824
H -11.310 27.041 3.121
H -11.847 25.436 3.819
H -7.216 24.318 6.508
H -7.960 24.409 7.930
C -5.728 27.026 14.170
C -4.484 26.350 14.720
C -4.521 25.965 16.180
O -3.267 25.503 16.611
C -3.103 25.589 17.995
N -4.238 25.142 13.889
H -5.644 27.181 13.097
H -5.892 27.976 14.695
H -6.599 26.371 14.275
H -3.632 27.023 14.564
H -5.260 25.154 16.269
H -4.828 26.851 16.749
H -2.193 25.070 18.285
H -3.899 25.089 18.570
H -3.145 26.625 18.348
H -5.002 24.496 14.109
H -4.490 25.288 12.918

=====

[5]
25
Properties=species:S:1:pos:R:3 method="wB97M-V/def2-TZVPD" charge=+1 e_above_lowest_ev=2.771 lumo_ha=-0.12971
C 2.446 0.243 0.316
C 2.262 -0.319 -0.769
C -1.560 0.262 -0.128
C 2.703 1.033 1.577
C 2.184 -0.991 -2.074
C -1.665 0.728 -1.555
C -2.875 -0.078 0.534
C -0.395 -0.828 1.604
N -0.444 0.000 0.385
H 2.713 2.068 1.239
H 3.743 0.786 1.994
H 1.987 0.716 2.273
H 1.361 -1.761 -2.045
H 3.148 -1.582 -2.317
H 2.135 -0.250 -2.822
H -1.914 1.783 -1.566
H -2.527 0.263 -2.155
H -0.611 0.660 -2.066
H -3.737 0.300 -0.024
H -2.794 0.276 1.513
H -2.713 -1.251 0.464
H -0.758 -1.844 1.382
H 0.702 -0.975 1.876
H -0.749 -0.323 2.456
H 0.400 0.096 -0.082

=====

[6]
61
Properties=species:S:1:pos:R:3 method="wB97M-V/def2-TZVPD" charge=+1 e_above_lowest_ev=0.336 lumo_ha=-0.10820
C -3.767 -2.489 -2.880
C -3.290 -1.289 -2.357
C -3.652 -0.975 -0.975
C -4.130 -1.947 -0.118
C -4.601 -3.163 -0.693
C -4.438 -3.419 -2.047
C -3.762 -1.709 1.354
C -4.224 -0.269 1.658
C -3.772 0.680 0.746
C -3.477 2.066 1.139
C -3.939 2.470 2.404
C -4.589 1.544 3.250
C -4.725 0.227 2.896
H -3.677 -2.682 -3.948
H -5.082 -3.888 -0.033
H -4.817 -4.322 -2.513
H -4.264 -2.429 2.023
H -3.857 3.516 2.666
H -4.976 1.942 4.190
H -5.205 -0.503 3.574
N -3.098 0.185 -0.403
Bi -1.042 -0.195 0.443
C -2.360 -0.402 -3.162
H -2.676 0.637 -3.176
H -2.223 -0.775 -4.168
C -2.618 3.005 0.316
H -2.943 3.040 -0.735
H -2.569 3.992 0.755
P -0.629 -0.430 -2.382
P -0.800 2.473 0.240
C -0.169 3.015 1.887
H 0.908 2.725 1.961
H -0.301 4.110 1.992
H -0.733 2.482 2.684
C -0.009 3.536 -1.057
H -0.100 4.603 -0.756
H 1.055 3.229 -1.156
H -0.527 3.349 -2.025
C -0.134 -2.093 -3.070
H -0.333 -2.123 -4.158
H 0.946 -2.238 -2.858
H -0.709 -2.875 -2.547
C 0.354 0.748 -3.449
H 1.363 0.754 -3.038
H 0.344 0.397 -4.482
H -0.084 1.741 -3.348
H -2.630 -1.847 1.481
H -0.203 -1.788 0.249
N 1.746 0.960 0.043
C 2.901 0.967 0.175
C 4.294 0.925 0.443
C 5.216 0.874 -0.618
C 6.576 0.764 -0.366
C 7.019 0.711 0.966
C 6.112 0.779 2.037
C 4.749 0.891 1.772
H 4.856 0.912 -1.671
H 7.300 0.721 -1.190
H 8.086 0.628 1.165
H 6.483 0.745 3.075
H 4.044 0.938 2.615